The following is a DFT calculation (ωB97M-V/def2-TZVPD) of a molecular structure, C21H38Cl20N3O at a distorted geometry.

Calculated values
* E_HOMO: -11.80 eV
* DFT total energy: -279343.0447 eV
* total charge: +1

Cartesian coordinates (Å):
C 3.859 0.239 2.632
C 3.063 1.020 1.619
N 3.229 0.645 0.165
C 3.637 -0.725 -0.414
C 3.667 -0.626 -2.080
N 3.260 0.836 -2.326
C 3.018 1.572 -1.005
C 2.624 3.146 -1.155
C 1.933 3.849 0.147
C 0.388 3.393 0.459
C -0.543 3.131 -0.862
N -0.411 1.769 -1.496
C -0.631 0.630 -0.529
C -1.916 0.420 0.469
O 0.363 -0.298 -0.454
H 4.482 -0.722 2.389
H 3.803 0.575 3.757
H 2.332 1.831 2.056
H 3.920 -1.705 0.195
H 3.930 -1.453 -2.865
H 3.167 1.247 -3.296
H 1.949 3.244 -2.135
H 3.623 3.743 -1.388
H 1.887 5.019 -0.086
H 2.641 3.767 1.103
H 0.414 2.516 1.236
H -0.111 4.313 1.035
H -0.338 4.023 -1.629
H -1.682 3.255 -0.548
H 0.447 1.660 -2.078
H -1.682 0.691 1.608
H -2.863 0.977 0.057
H -2.159 -0.738 0.469
C 0.286 -3.474 -1.354
Cl 1.166 -5.002 -1.226
Cl -1.252 -3.694 -2.196
H 0.090 -3.092 -0.349
H 0.896 -2.758 -1.909
C 1.486 7.113 2.846
Cl 2.366 5.585 2.974
Cl -0.052 6.893 2.004
H 1.290 7.495 3.851
H 2.096 7.829 2.291
C -3.720 -0.823 -3.669
Cl -2.479 0.337 -3.181
Cl -4.189 -0.582 -5.356
H -3.327 -1.836 -3.550
H -4.599 -0.692 -3.033
C 0.950 -8.645 -2.616
Cl 1.829 -10.173 -2.489
Cl -0.589 -8.864 -3.459
H 0.754 -8.262 -1.612
H 1.560 -7.928 -3.171
C 1.443 -1.741 5.293
Cl 2.685 -0.580 5.781
Cl 0.975 -1.499 3.606
H 1.837 -2.753 5.412
H 0.564 -1.610 5.929
C -4.084 -9.729 -2.684
Cl -4.788 -8.151 -2.313
Cl -4.930 -10.503 -4.029
H -3.034 -9.596 -2.954
H -4.159 -10.369 -1.801
C -8.074 -1.764 -6.306
Cl -9.214 -0.435 -6.543
Cl -7.696 -1.981 -4.593
H -8.516 -2.686 -6.693
H -7.151 -1.542 -6.848
C 1.406 -2.259 -4.911
Cl 2.078 -1.413 -3.511
Cl 0.463 -1.160 -5.926
H 2.225 -2.675 -5.502
H 0.756 -3.065 -4.561
C 2.683 6.632 6.528
Cl 2.890 8.099 5.564
Cl 1.162 5.821 6.135
H 3.513 5.951 6.322
H 2.680 6.899 7.587
C -1.972 4.184 8.324
Cl -0.731 5.344 8.812
Cl -2.441 4.425 6.637
H -1.578 3.171 8.443
H -2.851 4.315 8.960